A 2-piece molecular cluster, C4H6N2O overall. Source: the Open Molecules 2025 dataset; level of theory: ωB97M-V/def2-TZVPD.

XYZ file:
```
13
Properties=species:S:1:pos:R:3
C 0.319 -1.546 2.590
O -0.344 -0.559 2.783
C 0.539 0.368 -0.188
N 0.638 -0.499 -1.185
N -0.161 0.004 -2.136
C -0.762 1.162 -1.772
C -0.331 1.435 -0.495
H 0.869 -2.047 3.410
H 0.427 -1.995 1.583
H 1.094 0.206 0.725
H -0.249 -0.487 -3.010
H -1.433 1.689 -2.437
H -0.606 2.269 0.132
```

Calculated values
HOMO-LUMO gap: 10.32 eV
Strongest force on any atom: 0.529 eV/Å
Spin multiplicity: 1
Total energy: -340.71849 Eh
Relative energy (zero: lowest compared OMol25 entry of this formula, charge and spin): 200.63 kJ/mol
M: 98.1 g mol⁻¹

---

One molecule with the formula C4H6N2O. Source: the Open Molecules 2025 dataset; level of theory: ωB97M-V/def2-TZVPD.

XYZ file:
```
13
Properties=species:S:1:pos:R:3
N -2.224 0.693 -0.232
C -0.868 0.224 0.037
C -0.276 -0.957 -0.127
N 1.124 -1.071 0.073
C 1.913 0.001 0.154
O 3.142 -0.445 0.507
C -1.026 1.567 0.345
H -2.521 0.704 -1.204
H -2.968 0.507 0.430
H -0.805 -1.857 -0.417
H 1.499 -1.996 0.276
H 3.695 0.343 0.558
H -0.684 2.287 -0.400
```

Calculated values
HOMO-LUMO gap: 7.83 eV
Strongest force on any atom: 0.585 eV/Å
Spin multiplicity: 1
Total energy: -340.57528 Eh
Relative energy (zero: lowest compared OMol25 entry of this formula, charge and spin): 576.63 kJ/mol
M: 98.1 g mol⁻¹

---

One molecule with the formula C4H6N2O in a non-equilibrium geometry. Source: the Open Molecules 2025 dataset; level of theory: ωB97M-V/def2-TZVPD.

XYZ file:
```
13
Properties=species:S:1:pos:R:3
C 0.250 -0.226 -2.061
N 0.370 -0.053 1.482
C 0.034 -0.010 -0.598
C -0.844 0.482 1.371
C -1.101 0.535 0.014
O 1.029 -0.385 2.634
N 0.921 -0.354 0.333
H 1.810 -0.878 2.351
H -1.404 0.789 2.229
H -1.982 0.923 -0.454
H -0.538 0.296 -2.606
H 1.231 0.168 -2.376
H 0.225 -1.286 -2.319
```

Calculated values
HOMO-LUMO gap: 9.93 eV
Strongest force on any atom: 1.055 eV/Å
Spin multiplicity: 1
Total energy: -340.69798 Eh
Relative energy (zero: lowest compared OMol25 entry of this formula, charge and spin): 254.50 kJ/mol
M: 98.1 g mol⁻¹

---

One molecule with the formula C4H6N2O in a non-equilibrium geometry. Source: the Open Molecules 2025 dataset; level of theory: ωB97M-V/def2-TZVPD.

XYZ file:
```
13
Properties=species:S:1:pos:R:3
C 0.858 0.458 -1.803
C 0.213 0.052 -0.509
C -0.682 0.699 0.316
C -0.754 -0.126 1.460
O -1.499 0.108 2.552
N -0.006 -1.218 1.382
N 0.650 -1.001 0.271
H 1.369 -0.385 -2.282
H 1.599 1.245 -1.627
H 0.111 0.848 -2.500
H -1.207 1.625 0.135
H -1.339 -0.636 3.156
H 0.676 -1.650 -0.562
```

Calculated values
HOMO-LUMO gap: 9.76 eV
Strongest force on any atom: 6.720 eV/Å
Spin multiplicity: 1
Total energy: -340.72845 Eh
Relative energy (zero: lowest compared OMol25 entry of this formula, charge and spin): 174.48 kJ/mol
M: 98.1 g mol⁻¹

---

A 2-piece molecular cluster, C4H6N2O overall. Source: the Open Molecules 2025 dataset; level of theory: ωB97M-V/def2-TZVPD.

XYZ file:
```
13
Properties=species:S:1:pos:R:3
C -2.600 -0.905 0.125
O -1.830 -1.828 0.192
C 0.329 1.305 0.032
N 1.252 1.544 -0.891
N 2.050 0.471 -0.840
C 1.666 -0.441 0.083
C 0.540 0.071 0.683
H -3.685 -1.061 -0.030
H -2.267 0.148 0.217
H -0.456 2.033 0.197
H 2.850 0.431 -1.450
H 2.204 -1.367 0.231
H -0.054 -0.400 1.452
```

Calculated values
HOMO-LUMO gap: 10.17 eV
Strongest force on any atom: 0.564 eV/Å
Spin multiplicity: 1
Total energy: -340.71779 Eh
Relative energy (zero: lowest compared OMol25 entry of this formula, charge and spin): 202.47 kJ/mol
M: 98.1 g mol⁻¹

---

One molecule with the formula C4H6N2O in a non-equilibrium geometry. Source: the Open Molecules 2025 dataset; level of theory: ωB97M-V/def2-TZVPD.

XYZ file:
```
13
Properties=species:S:1:pos:R:3
C 1.669 0.384 -0.077
C -0.607 1.152 0.101
C -1.389 -0.095 -0.129
C -0.327 -0.930 0.472
H 3.152 -0.348 -0.875
H 1.904 1.383 -0.523
H -0.978 1.743 0.920
H -0.512 1.780 -0.719
H 0.146 -1.567 -0.273
H -0.372 -1.356 1.479
N 2.423 -0.584 -0.298
N 0.510 0.328 0.505
O -2.493 -0.365 -0.457
```

Calculated values
HOMO-LUMO gap: 10.05 eV
Strongest force on any atom: 4.081 eV/Å
Spin multiplicity: 1
Total energy: -340.69902 Eh
Relative energy (zero: lowest compared OMol25 entry of this formula, charge and spin): 251.75 kJ/mol
M: 98.1 g mol⁻¹

---

A 2-piece molecular cluster, C4H6N2O overall in a non-equilibrium geometry. Source: the Open Molecules 2025 dataset; level of theory: ωB97M-V/def2-TZVPD.

XYZ file:
```
13
Properties=species:S:1:pos:R:3
O 2.692 -2.598 1.208
H 3.675 -2.602 1.237
H 2.470 -2.792 0.269
N -1.841 1.983 -0.450
N -1.146 0.007 -1.517
C -1.882 1.111 -1.475
C -1.001 1.668 0.564
C -0.302 -0.230 -0.436
C -0.128 0.594 0.619
H -2.545 1.219 -2.343
H -0.770 2.432 1.318
H 0.244 -1.182 -0.468
H 0.533 0.388 1.472
```

Calculated values
HOMO-LUMO gap: 10.28 eV
Strongest force on any atom: 3.106 eV/Å
Spin multiplicity: 1
Total energy: -340.74578 Eh
Relative energy (zero: lowest compared OMol25 entry of this formula, charge and spin): 128.98 kJ/mol
M: 98.1 g mol⁻¹

---

A 2-piece molecular cluster, C4H6N2O overall in a non-equilibrium geometry. Source: the Open Molecules 2025 dataset; level of theory: ωB97M-V/def2-TZVPD.

XYZ file:
```
13
Properties=species:S:1:pos:R:3
C 1.686 0.600 0.149
C 0.229 -0.977 1.024
C -1.787 0.441 -0.369
C 0.854 -0.525 -0.039
N 2.544 1.351 0.191
N -1.223 1.493 -0.535
O 0.888 -1.164 -1.225
H -0.319 -1.921 0.950
H 0.378 -0.622 2.014
H -2.317 0.031 -1.164
H -1.573 -0.155 0.631
H -0.677 2.036 0.229
H 1.316 -0.589 -1.857
```

Calculated values
HOMO-LUMO gap: 9.70 eV
Strongest force on any atom: 6.491 eV/Å
Spin multiplicity: 1
Total energy: -340.65370 Eh
Relative energy (zero: lowest compared OMol25 entry of this formula, charge and spin): 370.75 kJ/mol
M: 98.1 g mol⁻¹